w) 15
Properties=species:S:1:pos:R:3 method="wB97M-V/def2-TZVPD" multiplicity=1 e_lumo_ha=0.032
C -0.537 0.172 -0.645
C -0.303 0.063 0.869
C 1.047 1.124 2.489
C 2.119 0.378 1.733
C -1.815 0.038 -1.333
H -0.004 1.194 -0.922
H -1.014 0.563 1.543
H -0.136 -0.945 1.380
H 0.000 0.824 2.976
H 1.214 2.276 2.797
H 2.262 -0.851 1.505
H 3.079 0.797 1.611
N 0.956 0.904 0.944
N -2.904 -0.383 -1.547
Cl 0.304 -1.068 -1.491

***

x) 15
Properties=species:S:1:pos:R:3 method="wB97M-V/def2-TZVPD" multiplicity=1 e_lumo_ha=0.027
C -2.547 -0.931 -0.158
C -1.575 -0.031 -0.587
C -0.784 -1.760 0.403
C 1.373 0.815 0.426
C 0.894 -0.213 -0.546
N -2.078 -1.976 0.471
N -0.360 -0.707 -0.217
Cl 1.988 -1.669 -0.788
H -3.659 -0.843 -0.288
H -1.557 0.613 -1.470
H -0.201 -2.559 0.890
H 0.639 1.514 0.365
H 1.443 0.531 1.410
H 2.340 1.319 0.001
H 0.836 0.367 -1.624

***

So which one is most stable? That would be x), about 74.5 kcal/mol below the next structure.

***

w) 10
Properties=species:S:1:pos:R:3 method="wB97M-V/def2-TZVPD" multiplicity=1 smiles="NNCN=O" e_lumo_ha="-0.017 / -0.017"
N -1.288 -0.881 -0.229
N -0.548 0.390 -0.383
C 0.423 0.575 0.703
N 1.695 -0.225 0.420
O 2.384 0.107 -0.575
H -2.285 -0.735 -0.330
H -0.926 -1.565 -0.887
H -0.068 0.541 -1.300
H 0.572 1.645 0.899
H 0.041 0.149 1.684

***

x) 10
Properties=species:S:1:pos:R:3 method="wB97M-V/def2-TZVPD" multiplicity=1 smiles="NNC(N)=O" e_lumo_ha=0.028
N -1.586 -0.496 0.703
N -0.503 0.312 0.255
C 0.430 -0.379 -0.512
N 1.591 0.323 -0.736
O 0.113 -1.402 -1.006
H -2.453 0.139 0.717
H -1.511 -0.837 1.707
H -0.140 1.026 0.857
H 1.933 1.254 -0.356
H 2.126 0.059 -1.628

***

So which one is most stable? That would be x), about 76.1 kcal/mol below the next structure.

***

w) 10
Properties=species:S:1:pos:R:3 method="wB97M-V/def2-TZVPD" multiplicity=1 smiles="CNNN=O" e_lumo_ha=0.015
C 1.299 0.382 -0.224
N 0.189 -0.726 -0.267
N -0.809 0.132 0.217
N -1.997 -0.589 -0.258
O -3.024 0.024 -0.308
H 2.206 -0.185 -0.428
H 1.447 0.926 0.717
H 1.114 1.056 -1.056
H 0.397 -1.466 0.406
H -0.821 0.445 1.201

***

x) 10
Properties=species:S:1:pos:R:3 method="wB97M-V/def2-TZVPD" multiplicity=1 smiles="N/N=C/NO" e_lumo_ha=0.037
N -0.065 0.413 2.069
N 0.613 0.274 0.753
C -0.207 -0.068 -0.087
N -0.266 -0.433 -1.520
O 0.998 -0.588 -2.078
H 0.667 0.875 2.600
H -0.963 0.793 2.127
H -1.091 0.262 0.333
H -0.996 -0.008 -2.178
H 1.310 -1.521 -2.019

***

y) 10
Properties=species:S:1:pos:R:3 method="wB97M-V/def2-TZVPD" multiplicity=1 e_lumo_ha=0.033
C 0.173 0.540 -0.024
H -2.269 -1.027 0.720
H -2.402 0.814 -0.163
H -0.077 1.547 0.155
H 2.176 0.977 0.470
H 1.287 -1.568 -0.624
N -1.931 -0.385 -0.179
N -0.569 -0.471 -0.107
N 1.573 0.466 -0.273
O 2.039 -0.892 0.026

***

So which one is most stable? That would be w), about 2.6 kcal/mol below the next structure.

***

w) 10
Properties=species:S:1:pos:R:3 method="wB97M-V/def2-TZVPD" multiplicity=1 e_lumo_ha="-0.038 / -0.028"
C 0.448 -0.930 -0.035
N -0.943 -0.048 1.501
N 1.279 1.059 -1.122
N -0.807 -0.308 0.263
O -1.703 -0.289 -0.555
H 0.550 -1.682 -0.708
H 1.234 -0.819 0.594
H -1.853 0.207 1.846
H 1.376 1.467 -0.221
H 0.418 1.345 -1.563

***

x) 10
Properties=species:S:1:pos:R:3 method="wB97M-V/def2-TZVPD" multiplicity=1 e_lumo_ha="0.002 / 0.002"
H -0.207 -1.777 -1.835
N -0.684 -1.187 -1.113
N 0.197 -0.659 -0.483
O 1.576 -0.697 -1.041
C -0.019 0.038 0.813
N -0.254 1.459 0.578
H 0.870 -0.025 1.442
H -0.814 -0.467 1.390
H -1.211 1.494 0.192
H 0.546 1.820 0.056

***

So which one is most stable? That would be x), about 64.2 kcal/mol below the next structure.